This record from the Open Molecules 2025 dataset describes a molecular structure, C23H23ClHoN2OP. The level of theory is ωB97M-V/def2-TZVPD.

The geometry in XYZ format:
```
52
Properties=species:S:1:pos:R:3
Ho -0.784 -1.038 1.765
Cl 0.637 -3.015 1.447
C 0.367 1.045 1.774
O 0.954 2.042 1.884
P 0.138 0.087 -0.753
C -1.409 -0.319 -1.678
C 0.582 1.705 -1.422
C 1.393 -1.042 -1.463
C 1.788 1.927 -2.106
C 2.064 3.186 -2.640
C 1.151 4.233 -2.489
C -0.043 4.021 -1.785
C -0.323 2.766 -1.245
H 2.502 1.116 -2.236
H 2.996 3.343 -3.185
H 1.369 5.216 -2.913
H -0.757 4.836 -1.662
H -1.256 2.605 -0.704
C -2.290 -1.279 -1.132
C -3.527 -1.483 -1.742
C -3.854 -0.827 -2.938
C -2.935 0.052 -3.525
C -1.716 0.314 -2.892
H -2.009 -1.914 -0.265
H -4.244 -2.171 -1.287
H -4.821 -1.011 -3.418
H -3.164 0.542 -4.470
H -1.009 1.016 -3.339
C 1.159 -1.757 -2.645
C 2.144 -2.617 -3.137
C 3.355 -2.775 -2.450
C 3.586 -2.048 -1.272
C 2.617 -1.177 -0.782
H 0.212 -1.640 -3.174
H 1.963 -3.164 -4.063
H 4.120 -3.459 -2.832
H 4.528 -2.164 -0.734
H 2.794 -0.619 0.141
H -2.557 -2.136 2.026
H -2.021 -2.727 1.817
C -1.441 1.485 4.689
C -0.610 0.272 4.846
N -0.420 -0.755 4.001
C 0.483 -1.644 4.636
C 0.790 -1.140 5.860
N 0.095 0.066 5.963
H -2.486 1.258 4.945
H -1.066 2.242 5.393
H -1.380 1.892 3.674
H 0.818 -2.535 4.128
H 1.412 -1.527 6.645
H 0.106 0.718 6.746
```

Calculated values
net charge	+2
total energy	-2824.11443	Ha
expectation value of S²	6.0046
2S+1	5
lowest unoccupied orbital energy (alpha / beta)	-7.55 / -7.47	eV